Record 1
Entry from the OMol25 dataset: the ion C3H11B2N2O5P2S with charge +1 in a non-equilibrium geometry (wB97M-V/def2-TZVPD).

HOMO ... -12.71 eV
Electronic energy ... -47271.562 eV
LUMO ... -3.7 eV

Geometry as ORCA input:
```
! wB97M-V def2-TZVPD RIJCOSX def2/J DEFGRID3
* xyz 1 1
C 2.547 1.567 0.524
C 2.500 0.310 1.399
O 1.701 -0.725 0.777
B 0.433 -0.899 1.163
O -0.032 -0.893 2.444
P -0.854 -1.216 -0.324
N -0.623 -2.675 -1.153
C 0.530 -3.069 -1.360
S 1.922 -3.518 -1.817
B -0.703 0.339 -1.504
N -1.094 1.572 -0.886
O -0.265 0.143 -2.764
P -2.997 -1.247 0.475
O -3.772 -0.472 -0.733
O -2.833 -0.025 1.528
H 3.568 1.938 0.483
H 2.199 1.334 -0.480
H 1.944 2.359 0.969
H 3.508 -0.085 1.489
H 2.163 0.531 2.410
H -0.640 -0.157 2.612
H -1.276 2.327 -1.539
H -0.472 1.894 -0.154
H -0.255 0.973 -3.262
H -3.719 -0.965 -1.566
H -3.485 0.667 1.322
*
```

Löwdin atomic charge list, values in e, 4 entries: -0.0408 -0.1762 0.0495 -0.7324

=====

Record 2
Entry from the OMol25 dataset: a cluster of 2 separate species, C3H11B3F2NO3 in total in a non-equilibrium geometry (wB97M-V/def2-TZVPD).

HOMO ... -15.13 eV
Electronic energy ... -18384.029 eV
LUMO ... -4.1 eV

Geometry as ORCA input:
```
! wB97M-V def2-TZVPD RIJCOSX def2/J DEFGRID3
* xyz 1 1
C 1.785 -1.140 -1.594
C 1.559 -0.156 -0.262
F 2.870 0.468 0.154
C 0.468 1.071 -0.580
B -1.090 0.587 -0.373
O -1.496 -0.101 0.903
B -1.820 -1.490 0.419
O -3.056 -1.578 -0.435
B -2.726 -0.656 -1.577
F -3.015 -1.204 -2.953
O -2.183 0.726 -1.382
H 2.707 -1.854 -1.339
H 0.836 -1.860 -1.666
H 1.977 -0.533 -2.581
H 1.192 -0.865 0.605
H 0.728 1.920 0.206
H 0.672 1.509 -1.651
H -1.126 -2.432 0.650
N 0.344 1.518 2.691
H -0.266 1.293 1.897
H 1.325 1.399 2.414
H 0.185 2.490 2.981
H 0.131 0.888 3.475
*
```

Löwdin atomic charge list, values in e, 4 entries: -0.0429 -0.2592 -0.1203 -0.0239

=====

Record 3
Entry from the OMol25 dataset: a cluster of 2 separate species, C3H11ClSi2 in total in a non-equilibrium geometry (wB97M-V/def2-TZVPD).

HOMO (spin up / spin down) ... -7.90 / -7.84 eV
Electronic energy ... -31563.793 eV
LUMO (spin up / spin down) ... -0.8 / -0.9 eV

Geometry as ORCA input:
```
! wB97M-V def2-TZVPD RIJCOSX def2/J DEFGRID3
* xyz 0 1
C -2.884 1.299 -0.657
C 2.981 -2.099 -0.395
C -2.207 1.454 0.661
Si -0.951 0.036 1.142
Si 2.827 -0.202 -0.408
Cl 3.933 0.331 -2.145
H -2.199 1.126 -1.479
H -3.399 0.328 -0.534
H -3.454 2.215 -0.968
H 3.232 -2.698 0.533
H 1.993 -2.507 -0.650
H 3.667 -2.486 -1.217
H -3.147 1.383 1.399
H -1.582 2.261 0.837
H -1.862 -1.078 1.040
H -0.337 -0.240 2.441
H 3.389 0.876 0.401
*
```

Löwdin atomic charge list, values in e, 4 entries: -0.2264 -0.3506 -0.4890 0.6920

=====

Record 4
Entry from the OMol25 dataset: a cluster of 2 separate species, C3H11N in total in a non-equilibrium geometry (wB97M-V/def2-TZVPD).

⟨S²⟩ ... 0.75
HOMO (spin up / spin down) ... -15.13 / -14.95 eV
Electronic energy ... -4769.361 eV
LUMO (spin up / spin down) ... -4.4 / -10.3 eV

Geometry as ORCA input:
```
! wB97M-V def2-TZVPD RIJCOSX def2/J DEFGRID3
* xyz 1 2
N 2.085 -1.997 -0.443
H 1.288 -1.685 -1.001
H 1.838 -2.803 0.138
H 2.690 -1.302 -0.004
C -1.347 -0.354 -0.196
C -0.451 0.548 0.633
C -0.318 1.944 0.071
H -2.396 -0.072 -0.154
H -1.295 -1.379 0.190
H -1.131 -0.403 -1.264
H 0.560 0.066 0.743
H -0.747 0.509 1.694
H 0.359 2.588 0.644
H 0.108 1.842 -0.941
H -1.243 2.498 -0.111
*
```

Löwdin atomic charge list, values in e, 4 entries: 0.4819 0.1261 0.1489 0.1415

=====

Record 5
Entry from the OMol25 dataset: a cluster of 2 separate species, C3H11N2 in total in a non-equilibrium geometry (wB97M-V/def2-TZVPD).

HOMO (spin up / spin down) ... -15.17 / -16.46 eV
Electronic energy ... -6256.012 eV
LUMO (spin up / spin down) ... -6.2 / -5.0 eV

Geometry as ORCA input:
```
! wB97M-V def2-TZVPD RIJCOSX def2/J DEFGRID3
* xyz 1 1
C 0.280 -0.831 -1.080
C 1.430 0.453 0.482
C -0.892 1.009 -0.031
N -0.268 -1.084 1.086
N 0.049 -0.080 0.135
H 0.480 -0.201 -1.833
H 0.943 -1.662 -0.859
H -0.620 -1.241 -1.607
H 2.104 -0.457 0.648
H 1.819 1.054 -0.270
H 1.411 0.958 1.438
H -1.120 1.773 0.765
H -0.712 1.736 -0.822
H -1.981 0.552 -0.342
H -2.423 -1.333 0.244
H -0.501 -0.646 2.047
*
```

Löwdin atomic charge list, values in e, 4 entries: -0.0484 0.0335 -0.0581 0.1996

=====

Record 6
Entry from the OMol25 dataset: a cluster of 2 separate species, C3H11N2 in total in a non-equilibrium geometry (wB97M-V/def2-TZVPD).

HOMO ... -15.01 eV
Electronic energy ... -6262.305 eV
LUMO ... -3.0 eV

Geometry as ORCA input:
```
! wB97M-V def2-TZVPD RIJCOSX def2/J DEFGRID3
* xyz 1 1
C 1.691 0.807 2.145
N 0.584 0.302 1.694
H 2.601 0.820 1.548
H 1.748 1.384 3.063
H -0.133 0.271 2.475
H 0.335 0.277 -0.031
C 0.171 -1.250 -1.385
N -0.171 0.118 -0.931
C -1.690 0.239 -0.641
H 0.038 -1.960 -0.538
H -0.530 -1.483 -2.265
H 1.229 -1.164 -1.732
H 0.105 0.796 -1.634
H -1.955 1.324 -0.455
H -1.887 -0.362 0.243
H -2.136 -0.120 -1.556
*
```

Löwdin atomic charge list, values in e, 4 entries: -0.0280 0.0027 0.0761 0.0816

=====

Record 7
Entry from the OMol25 dataset: a cluster of 2 separate species, C3H11N2 in total in a non-equilibrium geometry (wB97M-V/def2-TZVPD).

HOMO ... -14.51 eV
Electronic energy ... -6260.643 eV
LUMO ... -4.2 eV

Geometry as ORCA input:
```
! wB97M-V def2-TZVPD RIJCOSX def2/J DEFGRID3
* xyz 1 1
C -2.513 1.034 -0.130
N -1.585 -0.282 -0.102
H -3.508 0.750 -0.658
H -1.861 1.671 -0.833
H -2.710 1.535 0.793
H -1.237 -0.653 -1.123
H -0.154 -0.047 0.647
H -2.094 -1.107 0.346
C 1.644 -1.504 0.168
C 1.793 0.925 -0.140
N 1.062 -0.028 0.305
H 1.680 -1.664 -0.919
H 2.674 -1.613 0.636
H 0.937 -2.159 0.806
H 1.505 2.013 -0.204
H 2.886 0.711 -0.299
*
```

Löwdin atomic charge list, values in e, 4 entries: -0.0795 -0.1261 0.1005 0.0862

=====

Record 8
Entry from the OMol25 dataset: a cluster of 2 separate species, C3H11N2 in total in a non-equilibrium geometry (wB97M-V/def2-TZVPD).

HOMO ... -13.99 eV
Electronic energy ... -6256.989 eV
LUMO ... -8.0 eV

Geometry as ORCA input:
```
! wB97M-V def2-TZVPD RIJCOSX def2/J DEFGRID3
* xyz 1 1
C -2.823 0.044 -0.086
C 0.599 -0.281 -0.414
C 1.795 -0.224 0.490
N 3.097 0.126 -0.060
N -1.721 0.546 0.663
H -2.985 -0.970 0.381
H -3.851 0.543 -0.074
H 0.744 0.037 -1.480
H 0.223 -1.329 -0.430
H 1.505 0.483 1.327
H 1.926 -1.250 0.964
H 3.072 1.041 -0.487
H 3.557 -0.395 -0.804
H -0.596 0.388 0.234
H -1.967 1.453 1.068
H -2.575 -0.213 -1.292
*
```

Löwdin atomic charge list, values in e, 4 entries: -0.1728 0.0988 -0.3079 0.0502